No. 1
14
Properties=species:S:1:pos:R:3:lowdin_charge:R:1 method="wB97M-V/def2-TZVPD" charge=+2 energy_ev=-40226.3086 spin_multiplicity=6 orbital_gap_ev="6.4 / 5.1" relative_energy_kj_mol=249.26
O -1.7057 -0.5856 0.5505 0.24
C -1.2010 -1.2014 1.5724 -0.48
O 0.2126 -0.8766 1.3200 0.13
H 1.9282 0.0256 -1.8060 0.15
Ho -0.3866 -2.0926 5.0040 1.93
O -1.5809 -1.5473 2.6576 -0.03
O 0.1852 -0.7599 -1.0046 0.11
C 0.8495 0.2176 -1.8327 -0.05
C 0.4590 1.5336 -1.1695 -0.04
O 0.0564 1.1076 0.1495 0.11
C -0.1890 -0.1927 0.1310 -0.51
H 0.4705 0.1119 -2.8532 0.15
H -0.3906 2.0254 -1.6566 0.15
H 1.2921 2.2343 -1.0621 0.15


No. 2
10
Properties=species:S:1:pos:R:3:lowdin_charge:R:1 method="wB97M-V/def2-TZVPD" energy_ev=-13797.5019 orbital_gap_ev="8.9 / 7.7" relative_energy_kj_mol=535.82
C -0.5156 1.0277 0.0618 -0.27
C 0.8189 0.5673 0.0051 -0.09
C -1.4806 0.1201 0.1457 -0.70
C 0.8865 -0.9004 -0.0444 -0.41
N -0.3535 -1.5537 0.0007 0.10
I -3.5133 0.0824 -0.0019 0.85
H -0.8251 2.1540 0.0617 0.14
H 1.7713 1.0349 -0.1353 0.09
H 1.5602 -1.0946 -0.8792 0.11
H 1.6512 -1.4375 0.7857 0.19


No. 3
11
Properties=species:S:1:pos:R:3:lowdin_charge:R:1 method="wB97M-V/def2-TZVPD" charge=-1 energy_ev=-16408.1388 orbital_gap_ev=5.3 relative_energy_kj_mol=96.93
C 0.2377 -0.3687 1.4814 -0.13
C -1.0963 -0.1774 1.1374 -0.47
C -1.4986 -2.6716 0.1972 -0.52
C -1.7075 -0.2772 -0.1006 -0.82
O -2.0582 -2.9059 1.2265 0.09
O -0.8750 -2.9232 -0.7551 0.12
I -3.5311 0.6873 -0.3597 0.61
H 0.7124 -0.5274 2.4533 0.00
H 0.8453 -0.8880 0.7252 0.02
H -1.7558 -0.0415 2.0061 0.07
H -1.1235 -0.4412 -1.0545 0.04


No. 4
11
Properties=species:S:1:pos:R:3:lowdin_charge:R:1 method="wB97M-V/def2-TZVPD" charge=+2 energy_ev=-24612.8506 spin_multiplicity=2 orbital_gap_ev="10.7 / 7.6" relative_energy_kj_mol=0.00
O 3.6236 -0.0555 0.5562 0.43
C 2.6649 -0.3112 0.0181 0.08
C 1.4495 -0.8411 -0.3519 0.19
C 0.3356 -0.0193 -0.7885 -0.23
C -0.9942 -0.2443 -0.1251 -0.01
H 0.3377 0.3582 -1.8135 0.19
H -1.8683 -0.0185 -0.7384 0.15
H -1.0867 -1.0011 0.6556 0.15
H 1.3879 -1.9345 -0.1860 0.20
K 0.0588 3.0329 1.5885 1.03
O -0.1749 0.8544 0.1984 -0.17


No. 5
15
Properties=species:S:1:pos:R:3:lowdin_charge:R:1 method="wB97M-V/def2-TZVPD" charge=+2 energy_ev=-20079.5998 spin_multiplicity=2 orbital_gap_ev="7.3 / 6.6" relative_energy_kj_mol=497.80
O -3.1532 0.9332 2.2905 0.02
C -3.5868 1.1698 1.1649 -0.31
O -3.0283 0.8171 0.0965 -0.19
Li -2.7458 1.4185 -1.6495 0.88
Mg -1.4001 0.1691 1.4117 1.18
C 0.3235 -1.2947 0.8704 -0.10
C 1.4637 -0.6341 1.0349 -0.10
H 0.1507 -2.3680 0.9480 0.08
H 1.8462 -0.2995 2.0013 0.15
O 2.3892 0.9585 -1.9495 0.25
C 1.6119 0.3349 -1.1447 -0.54
O 0.6536 -0.3609 -1.6059 0.11
O 2.1007 0.1737 0.0299 0.15
H 2.8362 0.3637 -2.5730 0.19
H 0.5385 -1.3813 -0.9254 0.25


No. 6
15
Properties=species:S:1:pos:R:3:lowdin_charge:R:1 method="wB97M-V/def2-TZVPD" charge=+1 energy_ev=-55689.6080 spin_multiplicity=3 orbital_gap_ev="9.8 / 6.4" relative_energy_kj_mol=302.32
O 1.9521 1.3905 -0.0012 -0.12
C 1.8291 0.3097 0.6911 -0.74
O 2.4538 0.1121 1.7263 0.05
O 0.8425 -0.4701 0.2321 -0.03
C -0.4302 -0.6426 0.8985 -0.10
C -1.5461 -0.2110 -0.0284 0.05
H -0.4403 -0.0411 1.8161 0.16
H -0.4870 -1.7112 1.1388 0.15
H -1.8235 0.8492 0.0568 0.13
H -2.4632 -0.5627 0.4667 0.13
O -1.9595 -1.1470 -1.5012 0.03
O -0.6190 0.2081 -2.6004 -0.01
C -1.3788 -0.7752 -2.5939 -0.12
Li 3.5021 1.6088 1.0902 0.86
Ni 0.5679 1.0825 -1.3913 0.57